Entry 1:
DFT (wB97M-V/def2-TZVPD) results for the molecule C6H9PSi2 at a distorted geometry.

XYZ file:
```
18
Properties=species:S:1:pos:R:3:mulliken_charge:R:1
C 2.607 -0.432 0.013 -0.62
C 2.464 0.914 0.181 -0.35
C 1.221 1.564 0.036 -0.80
C 0.143 0.758 -0.153 0.85
C 0.181 -0.602 -0.164 0.08
C 1.446 -1.214 -0.087 -0.35
Si -1.409 -1.586 -0.295 0.28
Si -2.854 0.048 0.359 0.13
P -1.464 1.614 -0.346 -0.17
H 3.644 -0.692 0.115 0.35
H 3.406 1.488 0.195 0.28
H 0.969 2.564 -0.158 0.44
H 1.690 -2.314 -0.283 0.22
H -1.845 -1.610 -1.760 -0.08
H -1.354 -2.922 0.334 -0.14
H -4.071 -0.136 -0.630 -0.06
H -3.318 0.135 1.892 -0.09
H -1.455 2.425 0.749 0.04
```

## Properties
LUMO energy: 0.637 eV
E_tot: -1154.30029 hartree
Energy above the lowest of the compared OMol25 structures with the same formula, charge and spin: 0.000 eV
Gap between HOMO and LUMO: 9.2 eV

---

Entry 2:
DFT (wB97M-V/def2-TZVPD) results for C70H129As4F24N9O3 as an isolated structure at a distorted geometry.

XYZ file:
```
239
Properties=species:S:1:pos:R:3:mulliken_charge:R:1
C 5.643 -1.236 -4.200 -0.75
N 5.700 -0.074 -3.403 0.45
C 6.583 0.947 -3.702 -0.58
C 6.589 2.195 -3.059 -0.73
C 5.698 2.393 -1.949 0.87
C 4.902 1.292 -1.622 -0.73
C 4.895 0.065 -2.301 -1.00
C 5.789 3.625 -1.184 0.54
C 5.971 3.473 0.189 -0.81
C 6.271 4.576 1.021 -0.49
N 6.283 5.777 0.418 0.07
C 6.091 5.935 -0.951 -0.08
C 5.803 4.900 -1.790 -0.82
C 6.625 6.939 1.199 -0.91
H 5.824 -0.923 -5.228 0.39
H 4.634 -1.643 -4.135 0.13
H 6.272 -2.015 -3.768 0.31
H 7.220 0.809 -4.563 0.46
H 7.349 2.927 -3.287 0.56
H 4.349 1.383 -0.698 0.62
H 4.330 -0.821 -2.050 1.01
H 6.042 2.479 0.604 0.70
H 6.491 4.580 2.079 0.48
H 6.152 6.936 -1.350 0.40
H 5.811 4.968 -2.868 0.57
H 5.688 7.271 1.646 0.36
H 6.925 7.728 0.510 0.30
H 7.373 6.701 1.956 0.36
C 1.980 -9.313 -5.662 -0.96
N 1.272 -8.767 -4.514 0.18
C 1.735 -8.979 -3.229 -0.43
C 1.126 -8.435 -2.122 -0.63
C -0.064 -7.740 -2.331 0.70
C -0.544 -7.479 -3.631 -0.46
C 0.137 -8.029 -4.714 -0.45
C -0.679 -7.172 -1.051 0.22
C -2.080 -7.441 -0.743 -0.79
C -2.651 -6.944 0.453 -0.55
N -1.919 -6.315 1.350 0.19
C -0.615 -6.006 1.090 0.07
C -0.020 -6.451 -0.047 -0.61
C -2.539 -5.861 2.609 -1.15
H 3.029 -9.414 -5.386 0.31
H 1.815 -8.797 -6.608 0.35
H 1.540 -10.296 -5.834 0.44
H 2.614 -9.604 -3.175 0.43
H 1.395 -8.716 -1.115 0.59
H -1.506 -6.995 -3.711 0.66
H -0.207 -7.968 -5.736 0.44
H -2.715 -8.081 -1.338 0.59
H -3.670 -7.163 0.734 0.49
H 0.026 -5.511 1.804 0.54
H 1.036 -6.299 -0.214 0.57
H -3.094 -4.942 2.422 0.50
H -1.768 -5.727 3.368 0.19
H -3.051 -6.691 3.097 0.47
C -0.054 2.735 -0.301 -0.83
C -1.056 2.151 -1.366 -0.54
C -0.590 0.755 -1.827 0.22
C -0.605 -0.403 -0.801 0.05
N 0.025 -1.715 -1.316 1.07
C 1.499 -1.552 -1.611 -0.14
C 2.372 -1.705 -0.331 0.14
C 1.473 -2.435 0.632 -0.41
C 0.160 -2.676 -0.145 0.12
C -0.789 -2.318 -2.520 -0.81
H -0.305 2.206 0.618 -0.18
H -0.263 3.772 -0.038 0.43
H 0.999 2.632 -0.565 0.34
H -1.154 2.837 -2.208 0.10
H -2.059 2.002 -0.966 0.48
H 0.440 0.955 -2.123 0.06
H -1.032 0.520 -2.795 -0.55
H -1.599 -0.786 -0.570 0.55
H -0.098 -0.046 0.095 -0.24
H 1.619 -2.360 -2.333 0.14
H 1.666 -0.606 -2.127 0.45
H 3.368 -2.133 -0.440 0.09
H 2.401 -0.654 -0.044 0.11
H 2.006 -3.365 0.829 0.35
H 1.312 -1.895 1.565 -0.36
H 0.154 -3.676 -0.578 -0.66
H -0.756 -2.700 0.445 0.12
H -1.819 -2.485 -2.205 0.59
H -0.390 -3.301 -2.770 0.50
H -0.786 -1.750 -3.451 -0.35
C -2.733 4.975 -3.948 -0.89
C -3.003 6.432 -4.104 -0.88
C -4.456 6.909 -3.910 -0.37
C -5.075 6.270 -2.662 -0.96
N -6.479 6.883 -2.299 0.29
C -6.598 8.413 -1.990 -0.55
C -7.936 8.605 -1.238 -0.72
C -8.126 7.252 -0.505 -0.62
C -7.010 6.284 -0.982 -0.61
C -7.450 6.400 -3.425 -0.98
H -2.999 4.492 -3.008 0.21
H -1.685 4.763 -4.160 0.50
H -3.367 4.436 -4.653 0.27
H -2.650 6.652 -5.112 0.37
H -2.367 7.029 -3.451 0.40
H -5.042 6.703 -4.805 0.33
H -4.523 7.955 -3.611 0.35
H -4.442 6.387 -1.783 0.29
H -5.309 5.221 -2.840 0.46
H -6.687 8.931 -2.945 0.40
H -5.710 8.700 -1.427 0.43
H -8.719 8.959 -1.909 0.34
H -7.865 9.366 -0.460 0.34
H -9.099 6.810 -0.717 0.33
H -7.997 7.433 0.562 0.36
H -7.455 5.305 -1.155 0.38
H -6.165 6.262 -0.293 0.43
H -8.461 6.627 -3.084 0.47
H -7.293 5.354 -3.688 0.34
H -7.405 6.974 -4.350 0.34
C 1.032 0.454 3.766 -0.63
C 2.428 0.364 4.477 -0.85
C 2.439 -0.371 5.779 0.24
C 3.674 -0.153 6.645 -0.81
N 3.409 -0.992 7.965 0.37
C 4.684 -1.345 8.778 -0.43
C 4.590 -2.795 9.271 -0.75
C 3.195 -3.175 8.994 -0.88
C 2.807 -2.436 7.721 -0.82
C 2.420 -0.205 8.924 -1.04
H 0.585 -0.540 3.796 0.11
H 1.187 0.908 2.787 0.41
H 0.311 1.060 4.314 -0.03
H 2.700 1.417 4.544 0.28
H 3.045 -0.138 3.732 0.41
H 2.269 -1.431 5.586 -0.15
H 1.471 -0.202 6.251 0.28
H 3.964 0.872 6.879 0.38
H 4.501 -0.620 6.110 0.31
H 4.868 -0.627 9.578 0.42
H 5.548 -1.352 8.114 0.27
H 4.732 -2.893 10.347 0.34
H 5.275 -3.451 8.734 0.35
H 2.508 -2.853 9.776 0.33
H 3.043 -4.216 8.709 0.54
H 1.720 -2.387 7.646 0.50
H 3.466 -2.821 6.943 0.49
H 2.628 -0.521 9.946 0.53
H 1.438 -0.527 8.576 0.38
H 2.548 0.874 8.829 0.25
C -2.589 -5.575 -6.806 -1.07
C -1.922 -4.178 -6.805 -0.20
C -2.764 -2.920 -7.293 -0.32
C -3.876 -2.535 -6.232 -1.10
N -4.181 -1.004 -6.145 0.42
C -3.157 -0.209 -5.352 -0.09
C -3.844 1.043 -4.862 -0.06
C -5.128 0.496 -4.414 -0.91
C -5.518 -0.652 -5.425 -0.55
C -4.455 -0.525 -7.626 -1.10
H -1.960 -6.380 -6.426 0.00
H -2.831 -5.863 -7.829 0.39
H -3.526 -5.549 -6.249 0.32
H -0.968 -4.173 -7.332 0.55
H -1.553 -3.997 -5.796 -0.21
H -3.225 -3.075 -8.269 0.46
H -2.024 -2.122 -7.364 0.23
H -3.695 -2.874 -5.212 0.51
H -4.795 -3.009 -6.577 0.56
H -2.445 0.107 -6.115 0.36
H -2.648 -0.820 -4.607 -0.25
H -3.990 1.758 -5.672 0.32
H -3.315 1.464 -4.007 0.06
H -5.852 1.306 -4.504 0.32
H -5.116 0.261 -3.350 0.47
H -6.407 -0.467 -6.028 0.44
H -5.828 -1.504 -4.819 0.25
H -5.240 -1.198 -7.973 0.40
H -3.543 -0.461 -8.219 0.33
H -4.966 0.433 -7.533 0.51
C -2.559 2.352 2.388 -1.17
C -2.316 3.799 2.984 -0.66
C -1.957 3.604 4.411 0.55
C -1.506 4.976 5.050 -1.22
N -0.998 4.728 6.510 0.30
C 0.365 3.923 6.548 -0.70
C 1.079 4.340 7.796 -0.65
C 0.921 5.828 7.865 -0.73
C -0.499 6.077 7.212 -0.53
C -2.040 4.003 7.340 -0.95
H -3.463 2.007 2.889 0.55
H -1.760 1.623 2.526 -0.04
H -2.842 2.185 1.349 0.33
H -3.092 4.556 2.870 0.39
H -1.430 4.157 2.459 0.28
H -1.202 2.821 4.484 -0.32
H -2.782 3.027 4.829 0.39
H -2.245 5.770 4.947 0.58
H -0.670 5.406 4.499 0.47
H 0.178 2.851 6.490 0.44
H 0.894 4.207 5.638 0.36
H 0.693 3.828 8.677 0.41
H 2.111 3.991 7.768 0.39
H 0.881 6.053 8.930 0.30
H 1.722 6.409 7.407 0.37
H -1.275 6.405 7.903 0.40
H -0.396 6.794 6.398 0.34
H -1.710 3.835 8.365 0.39
H -2.056 2.988 6.942 0.37
H -2.980 4.539 7.211 0.36
As 2.340 -4.945 4.127 2.11
F 2.950 -5.588 2.467 -0.56
F 3.692 -3.831 4.096 -0.52
F 1.836 -4.362 5.694 -0.44
F 1.004 -6.055 4.055 -0.47
F 3.360 -6.222 4.833 -0.50
F 1.333 -3.713 3.248 -0.52
As 4.015 -5.582 -2.318 1.96
F 3.696 -6.721 -3.737 -0.57
F 4.242 -7.023 -1.198 -0.51
F 4.244 -4.346 -1.002 -0.49
F 4.017 -4.213 -3.499 -0.46
F 2.254 -5.512 -2.082 -0.29
F 5.776 -5.725 -2.596 -0.48
As 1.434 -0.855 -5.891 2.01
F 1.961 0.652 -6.743 -0.50
F 0.105 -1.093 -7.012 -0.53
F 0.882 -2.321 -5.094 -0.43
F 2.839 -0.568 -4.732 -0.53
F 0.378 0.245 -4.833 -0.54
F 2.536 -1.807 -6.985 -0.50
As -3.052 -1.738 2.739 1.95
F -3.386 -2.610 1.202 -0.53
F -1.826 -2.982 3.031 -0.41
F -2.641 -0.944 4.334 -0.53
F -4.339 -0.641 2.304 -0.50
F -4.280 -2.822 3.491 -0.51
F -1.871 -0.726 1.863 -0.21
O 6.247 -2.327 1.545 -0.47
C 6.090 -1.440 0.605 0.67
O 5.575 -0.311 0.878 -0.57
O 6.534 -1.647 -0.540 -0.71
H 5.943 -1.820 2.302 0.27
```

## Properties
LUMO energy: -7.960 eV
E_tot: -14802.08595 hartree
Gap between HOMO and LUMO: 4.2 eV
Net charge: +4